[1]
Entry from the Open Molecules 2025 dataset: a single C26H38N4O4 molecule (the ωB97M-V functional and the def2-TZVPD basis).

Values from the calculation:
**Structure (SMILES)**: CCCN(CCC)C(=O)Cn1c(=O)n(CCCCC(=O)NC2CCCC2)c(=O)c2ccccc21
**Molar mass**: 470.614 Da
**Relative energy (zero: lowest compared OMol25 entry of this formula, charge and spin)**: 0.048 eV
**Orbital gap**: 9.1 eV

```
72
Properties=species:S:1:pos:R:3:lowdin_charge:R:1
O 0.401 -0.335 -0.606 0.040
O -2.280 0.719 0.499 0.083
O -4.207 -3.181 1.759 0.101
O 1.697 -0.210 4.352 0.052
N -2.223 -0.991 -0.958 0.060
N 1.647 -0.387 2.108 0.108
N -0.009 1.787 -1.252 -0.036
N -3.141 -1.267 1.190 0.086
C 5.077 0.134 0.963 -0.198
C -0.318 0.484 -1.161 -0.418
C -2.427 -2.320 -1.268 -0.120
C -1.600 -0.019 -1.839 -0.020
C -0.439 -0.021 3.264 -0.098
C -0.921 2.814 -1.715 -0.171
C -0.989 2.947 -3.240 -0.233
C 3.052 -0.709 1.987 -0.287
C 3.347 -1.526 0.714 -0.125
C 4.362 -0.707 -0.091 -0.189
C -2.529 -0.452 0.272 -0.413
C -2.971 -5.021 -1.804 -0.074
C 1.071 -0.193 3.309 -0.508
C -2.004 -2.912 -2.460 -0.004
C -2.272 -4.241 -2.717 -0.067
C 3.481 3.325 -1.070 -0.094
C -3.409 -0.717 2.514 -0.114
C 3.945 0.545 1.898 -0.135
C 2.143 2.944 -1.693 -0.231
C -1.072 -1.416 3.312 -0.178
C -2.573 -1.405 3.595 -0.167
C -3.118 -3.116 -0.342 -0.055
C -3.551 -2.569 0.944 -0.363
C -3.387 -4.456 -0.620 -0.001
C -1.968 4.043 -3.642 -0.101
C 1.245 2.242 -0.673 -0.151
H 1.757 1.360 -0.286 0.098
H 0.003 3.183 -3.628 0.101
H 4.098 3.852 -1.793 0.074
H 3.766 -2.496 0.979 0.111
H -1.448 -2.352 -3.195 0.102
H -2.967 3.817 -3.276 0.074
H 5.799 -0.481 1.501 0.113
H 1.103 -0.352 1.256 0.094
H -4.470 -0.866 2.731 0.132
H -0.743 0.545 4.146 0.126
H -0.873 -1.935 2.369 0.115
H 2.310 2.275 -2.540 0.118
H 5.604 0.989 0.538 0.099
H 4.019 2.440 -0.742 0.051
H -0.584 -1.985 4.107 0.123
H -2.764 -0.890 4.538 0.119
H -2.919 -2.435 3.696 0.105
H 1.656 3.847 -2.064 0.099
H 3.331 3.973 -0.210 0.080
H -3.189 0.350 2.466 0.121
H 1.031 2.915 0.165 0.141
H 3.841 -0.057 -0.795 0.095
H 3.372 1.365 1.463 0.098
H -1.662 5.000 -3.228 0.075
H -2.012 4.136 -4.724 0.072
H -3.177 -6.057 -2.021 0.104
H -3.923 -5.023 0.125 0.122
H 4.293 0.858 2.880 0.114
H 3.316 -1.273 2.888 0.146
H -1.930 -4.675 -3.644 0.108
H -2.317 0.780 -2.026 0.123
H 5.046 -1.339 -0.657 0.105
H -1.917 2.626 -1.301 0.118
H -1.323 -0.489 -2.780 0.123
H 2.433 -1.696 0.146 0.094
H -1.297 2.001 -3.687 0.100
H -0.579 3.762 -1.294 0.130
H -0.743 0.516 2.366 0.098
```



[2]
Entry from the Open Molecules 2025 dataset: 3 unconnected molecules or ions with the total composition C26H39ClF17N2O6 (the ωB97M-V functional and the def2-TZVPD basis).

Values from the calculation:
**Molar mass**: 834.025 Da
**Total charge**: +1
**Orbital gap**: 6.3 eV

```
91
Properties=species:S:1:pos:R:3:lowdin_charge:R:1
Cl 1.247 1.853 -2.317 0.697
F 4.362 -5.578 3.178 0.079
F 3.843 -8.295 2.172 0.122
F -8.778 4.455 -2.645 0.099
F 6.038 -6.967 3.205 0.098
F -6.649 5.250 0.257 0.097
F -6.237 2.340 0.091 0.108
F 2.178 -4.805 0.311 0.060
F 4.263 -8.992 4.180 0.142
F -0.972 4.034 -3.600 -0.128
F -7.020 3.771 -1.583 0.078
F -9.190 4.748 0.056 0.126
F -5.751 2.407 2.201 0.130
F 3.600 -6.274 1.022 0.093
F -4.631 4.525 0.633 0.064
F 1.800 -5.189 3.006 0.115
F 0.154 -5.959 1.811 0.096
F -10.437 3.195 -0.818 0.109
O 2.518 -7.642 3.887 0.034
O 0.947 0.281 0.534 -0.190
O -1.562 -2.570 -2.679 -0.136
O 2.469 3.422 0.632 -0.125
O -7.806 2.999 1.584 0.038
O 5.232 2.319 -1.263 -0.239
N 1.715 -1.732 -0.784 -0.094
N -0.921 1.644 0.751 0.149
C 0.094 -1.215 -3.987 -0.103
C 4.809 -6.730 3.736 -0.263
C 1.558 -7.530 2.831 -0.051
C 3.857 -7.903 3.468 -0.474
C -6.427 3.065 1.219 -0.477
C -1.090 2.337 -0.455 -0.033
C 6.303 1.279 -1.160 -0.241
C 3.434 2.318 0.535 -0.130
C 7.824 1.940 -1.287 -0.101
C 0.569 1.567 1.144 -0.191
C 1.079 2.980 0.494 -0.217
C -2.608 2.475 -1.057 -0.005
C -8.324 3.502 -1.787 -0.292
C 0.547 4.379 -1.576 -0.169
C 4.935 2.885 0.067 -0.147
C -9.140 3.507 -0.498 -0.429
C 1.591 -2.137 0.674 -0.162
C -0.343 -1.721 -2.472 -0.339
C 1.473 -6.170 2.122 -0.428
C 0.372 2.862 -0.979 -0.519
C 0.852 -2.573 -1.699 -0.160
C -0.723 4.938 -2.446 -0.127
C 2.283 -6.056 0.834 -0.281
C -8.684 2.501 0.569 -0.048
C -5.904 4.503 1.110 -0.255
C 1.283 -0.739 1.539 -0.152
H 4.982 4.055 0.023 0.144
H 0.395 3.780 1.047 0.190
H 0.484 1.575 2.332 0.194
H 1.630 -8.366 2.124 0.150
H -8.312 1.566 0.131 0.147
H 0.387 -3.528 -1.207 0.120
H -1.674 5.023 -1.753 0.119
H 0.279 -2.105 -4.744 0.096
H -3.206 1.476 -0.821 0.112
H -0.744 -0.537 -4.499 0.094
H 7.938 2.956 -0.717 0.082
H 2.707 -1.668 -1.102 0.120
H 4.927 -6.558 4.809 0.177
H 1.920 -6.760 0.080 0.180
H -2.654 2.597 -2.235 0.118
H -9.585 2.202 1.118 0.155
H -3.222 3.351 -0.534 0.098
H 6.148 0.565 -2.090 0.130
H 8.641 1.181 -0.892 0.087
H 8.015 2.091 -2.445 0.087
H 1.572 -2.955 -2.571 0.139
H 1.073 -0.555 -3.971 0.054
H 0.445 -0.912 2.340 0.129
H -2.228 -2.392 -1.934 0.108
H 5.735 2.488 0.837 0.131
H 0.679 -2.848 0.858 0.124
H 0.593 -7.679 3.329 0.153
H -0.685 -0.759 -1.885 0.120
H -8.404 2.537 -2.296 0.176
H 2.267 -0.463 2.151 0.135
H 3.148 1.470 -0.219 0.122
H 2.625 -2.590 1.016 0.131
H 1.470 4.331 -2.332 0.127
H 0.896 5.084 -0.702 0.138
H -5.914 4.999 2.084 0.180
H -0.425 6.037 -2.804 0.148
H -1.755 1.255 1.253 0.189
H 3.600 1.923 1.649 0.145
H 6.219 0.624 -0.191 0.120
```



[3]
Entry from the Open Molecules 2025 dataset: a molecular structure, C26H39IrN3O12P2 (the ωB97M-V functional and the def2-TZVPD basis).

Values from the calculation:
**Molar mass**: 839.772 Da
**2S+1**: 6
**Relative energy (zero: lowest compared OMol25 entry of this formula, charge and spin)**: 0.000 eV
**Total charge**: +2
**<S²>**: 8.789
**Orbital gap (alpha / beta)**: 6.9 / 4.1 eV

```
83
Properties=species:S:1:pos:R:3:mulliken_spin:R:1
Ir 0.194 0.060 0.189 3.078
P -1.579 -2.626 1.294 0.047
P 0.249 -2.999 -1.091 0.029
O -1.762 0.255 -1.073 0.204
O 0.239 -3.630 -2.520 0.008
O 1.446 -1.281 2.781 0.037
O 0.653 -1.540 -1.164 0.118
O 1.812 0.485 1.427 0.283
O -3.144 -2.616 1.447 0.009
O 7.579 2.149 2.944 0.000
O -1.001 -1.243 1.451 0.209
O 6.218 2.364 1.273 0.000
O 1.189 -3.882 -0.236 0.004
O -0.851 2.009 0.489 0.349
O -0.880 -3.543 2.326 -0.002
N 6.543 1.919 2.357 0.000
N -1.965 2.242 0.025 0.033
N -2.435 1.303 -0.781 0.184
C -1.095 -4.950 2.716 0.001
C -3.284 -1.843 3.818 0.000
C -5.781 2.705 -1.317 -0.033
C -4.156 0.653 -2.326 0.060
C 3.323 -3.057 0.588 0.009
C 5.921 0.416 4.232 0.001
C -1.400 -3.249 -0.397 -0.012
C -4.116 -0.417 1.905 0.001
C 4.348 0.808 2.434 0.013
C -1.329 -3.832 -4.340 0.001
C -5.417 0.834 -2.833 0.007
C -3.709 1.506 -1.303 0.124
C 5.575 1.019 3.037 -0.004
C -0.062 -5.817 2.027 0.000
C 2.112 -0.338 2.405 0.020
C 5.007 -0.429 4.846 0.001
C 0.829 -2.530 -4.588 -0.001
C 3.104 -5.327 -0.509 0.000
C -2.514 -5.431 2.482 0.000
C 3.772 -0.667 4.261 -0.004
C -0.320 -2.915 -3.681 0.001
C 3.453 -0.045 3.063 0.006
C 2.654 -3.883 -0.490 -0.003
C -4.518 2.550 -0.801 0.082
C -6.234 1.857 -2.331 0.157
C -3.910 -1.828 2.431 0.000
H 3.010 -2.015 0.518 -0.004
H 0.455 -1.986 -5.454 0.000
H -6.423 3.492 -0.947 0.002
H 2.825 -3.429 -1.470 0.003
H 5.263 -0.910 5.780 0.000
H 3.057 -1.330 4.726 -0.001
H -4.850 0.092 2.529 -0.001
H -2.099 -2.690 -1.024 0.004
H -2.113 -4.125 -3.639 0.000
H -7.222 1.998 -2.748 0.003
H -2.597 -6.462 2.820 0.000
H -3.223 -2.855 4.217 0.000
H -0.887 -4.932 3.785 0.000
H -2.778 -5.396 1.423 0.000
H -1.787 -3.322 -5.186 0.000
H -0.100 -6.821 2.447 0.000
H 0.936 -5.411 2.185 0.000
H -4.488 -0.442 0.878 0.000
H -3.237 -4.835 3.036 0.000
H 3.059 -3.436 1.576 0.000
H -4.869 -2.346 2.453 0.001
H 6.889 0.607 4.671 0.000
H -3.894 -1.246 4.495 0.000
H -0.244 -5.881 0.953 0.000
H -3.175 0.134 1.947 -0.002
H -4.141 3.212 -0.036 -0.004
H 4.111 1.302 1.505 -0.012
H 2.921 -5.797 0.458 0.000
H 4.404 -3.103 0.469 0.000
H 1.349 -3.424 -4.932 0.000
H -5.772 0.196 -3.631 0.002
H -0.816 -2.009 -3.314 -0.004
H -2.282 -1.416 3.786 0.001
H -3.491 -0.103 -2.716 -0.004
H 4.171 -5.365 -0.721 0.000
H 2.576 -5.888 -1.280 0.000
H -1.643 -4.311 -0.453 -0.001
H 1.535 -1.895 -4.052 0.000
H -0.835 -4.733 -4.703 0.000
```